The following is a DFT calculation (the ωB97M-V functional and the def2-TZVPD basis) of a 15-piece molecular cluster, C22H74N4O15 overall at a distorted geometry.

The geometry in XYZ format:
```
115
Properties=species:S:1:pos:R:3:forces:R:3
C 3.659 0.553 2.594 -0.1699 -1.0831 1.7390
C 5.086 0.684 2.145 -0.8879 0.1149 -1.5366
O 5.537 -0.623 1.906 2.4154 -0.0221 2.3163
H 3.556 -0.065 3.547 0.4982 0.7952 -0.9472
H 3.144 -0.088 1.855 -0.1930 0.9645 0.0763
H 3.236 1.521 2.822 -0.6656 0.1682 -0.3616
H 5.758 1.243 2.799 -0.0333 -0.4838 0.2396
H 5.067 1.252 1.186 0.1522 -0.1199 0.3885
H 5.237 -1.017 1.119 -0.9157 0.1087 -1.3784
C 0.909 -1.890 -3.660 -0.1782 2.1011 -2.8897
C 1.795 -2.835 -2.994 -0.1942 -1.9021 0.4950
O 1.429 -2.916 -1.636 -0.5454 -1.5647 -0.2510
H 0.924 -1.970 -4.801 0.1744 0.0329 1.2827
H 1.113 -0.826 -3.427 0.1084 -0.4939 0.0075
H -0.100 -2.069 -3.374 -0.8144 -0.3037 0.2553
H 2.846 -2.667 -3.126 0.7567 0.5692 -0.0047
H 1.662 -3.843 -3.412 -0.1847 0.0573 0.0706
H 1.892 -2.230 -1.186 0.5057 1.1185 0.7286
C -0.699 4.193 2.573 0.1091 1.2939 0.3496
C -0.058 3.127 1.786 -0.0572 -2.6421 1.1891
O 0.647 2.291 2.691 0.1970 1.7355 1.7292
H -0.001 4.674 3.348 -1.0829 -0.6595 -1.3325
H -1.661 3.947 2.996 -0.1322 -0.5247 0.7339
H -0.984 4.840 1.765 0.0783 1.4282 0.0019
H 0.634 3.543 1.118 0.8153 0.6219 -1.3105
H -0.755 2.440 1.269 -0.0725 0.8052 -0.2501
H 0.783 1.449 2.334 0.2864 -2.0311 -1.2888
C -1.650 -0.441 0.127 0.9143 -0.6477 1.4670
C -0.322 0.008 -0.528 -0.0400 -0.5994 -0.2969
O 0.644 0.057 0.484 0.9807 -0.0048 1.0889
H -1.997 0.182 1.027 0.7602 -0.5820 -1.4549
H -1.511 -1.493 0.531 -0.0090 1.2264 -0.4093
H -2.456 -0.526 -0.566 -0.4937 0.2559 -0.4768
H -0.329 0.962 -1.030 -0.6230 0.6288 -0.0172
H 0.069 -0.659 -1.329 -0.8025 -0.1718 0.5020
H 1.531 -0.050 0.081 -0.4708 -0.0622 0.1018
C -2.296 -2.795 -2.171 -0.8483 -1.1399 1.0180
C -3.648 -2.748 -1.461 0.8852 -1.2202 -0.3435
O -3.551 -3.541 -0.263 1.2112 1.1454 -0.8658
H -2.482 -2.173 -2.970 0.1524 1.4528 -2.2898
H -2.068 -3.769 -2.525 -0.0642 -1.0790 -0.4917
H -1.380 -2.506 -1.696 0.0105 0.5859 0.9985
H -4.432 -3.218 -2.101 0.5492 0.4354 0.2012
H -3.863 -1.680 -1.378 -0.5109 -0.1545 0.9764
H -4.393 -3.669 0.104 -1.8298 -0.2029 0.7731
C -1.760 -3.561 2.576 2.8177 1.8287 -0.1947
C -0.642 -4.210 1.659 -3.0942 1.3726 -0.2903
O -1.393 -4.917 0.735 -1.6928 -1.8128 -1.5535
H -1.318 -3.170 3.521 -0.7660 -0.3214 -0.4419
H -2.703 -4.049 2.661 -0.0819 -1.6739 0.6328
H -2.144 -2.739 2.006 0.1877 1.1890 -0.1389
H 0.003 -4.809 2.218 0.9064 -1.5317 0.8958
H -0.022 -3.616 0.985 0.2460 1.3066 0.9169
H -2.272 -4.472 0.551 1.7530 -0.4945 0.2001
C 0.310 -0.769 3.651 2.1892 0.8575 1.3450
C -0.988 -0.045 3.924 1.5798 -1.0470 1.0685
O -0.953 0.526 5.201 0.0167 0.7904 0.8713
H 1.183 -0.059 3.573 -0.9929 -0.3604 -0.3779
H 0.268 -1.375 2.771 -0.0320 -0.4253 -0.5041
H 0.701 -1.342 4.551 -1.1701 0.1660 -0.9117
H -1.739 -0.750 3.996 -1.7968 -1.7459 -0.3236
H -1.270 0.651 3.195 -0.0752 1.1108 -1.3005
H -1.022 1.468 5.079 0.2182 0.5084 0.2127
C 4.019 -1.021 -1.195 -6.5132 1.6343 -1.8416
O 2.719 -0.684 -1.083 5.2058 -1.1931 0.2846
N 4.703 -1.790 -0.477 3.4787 -4.3785 6.5152
N 4.665 -0.776 -2.283 -2.4569 4.0438 -4.0395
H 4.231 -2.369 0.262 0.3267 0.2211 -0.8787
H 5.755 -1.944 -0.530 -2.2716 0.4347 -0.4836
H 4.102 -0.331 -2.995 0.2797 0.2519 -0.0577
H 5.527 -1.076 -2.550 2.5454 -1.1624 -0.3820
C -0.166 1.250 -4.694 8.0491 5.0818 2.7185
O 0.971 1.711 -3.995 -5.3628 -2.9677 -2.9999
N -0.187 1.406 -5.996 1.6722 -1.0483 -7.2445
N -1.336 1.149 -4.206 -4.4908 -1.4890 4.6417
H 0.697 1.445 -6.615 -1.7008 -0.1125 2.2646
H -0.988 1.154 -6.661 1.2550 0.4881 2.1367
H -1.539 1.417 -3.181 1.1035 -0.5626 -1.9797
H -1.990 0.488 -4.615 0.1608 0.4607 -0.0444
C 2.728 -2.943 2.043 0.7334 -1.3739 -0.5009
O 3.266 -3.604 0.837 -1.6376 2.3192 0.1832
H 3.593 -2.857 2.649 0.6164 0.9906 0.9932
H 2.073 -3.592 2.571 -0.7609 -0.8253 0.2237
H 2.165 -2.040 1.894 0.2756 0.4285 -0.8149
H 3.534 -4.448 1.120 0.5184 -1.7175 0.4018
C -3.445 1.369 -2.152 -1.7696 -1.7851 0.1610
O -2.275 2.070 -1.899 0.0333 -0.8942 -1.8948
H -3.360 0.245 -2.322 0.8160 1.2867 -0.2618
H -4.006 1.785 -2.986 0.1340 0.1353 -0.2410
H -4.131 1.321 -1.317 -0.0737 0.6279 0.5287
H -2.288 2.486 -1.071 -0.0698 0.6753 2.1590
C -4.614 0.198 1.983 -0.8098 -0.8532 0.2421
O -4.364 -1.201 2.313 -0.2530 1.4857 -0.6215
H -5.516 0.623 2.398 -0.5877 -0.3905 0.8919
H -4.774 0.498 0.947 0.8806 -0.7291 -0.4441
H -3.823 0.729 2.447 0.9559 0.4564 0.0941
H -5.140 -1.713 2.089 -0.2614 -0.0824 -0.0622
C 2.847 2.135 -0.650 0.0071 -1.1516 -1.0450
O 2.959 3.478 -0.889 2.1332 3.5343 -1.1667
H 3.636 1.611 -1.202 0.2119 -0.2340 0.8743
H 1.962 1.729 -1.137 -0.2986 0.2930 0.1852
H 2.780 2.076 0.412 0.2267 -1.3285 0.8704
H 3.928 3.743 -0.975 -2.1327 -0.6247 0.2207
C -3.672 4.136 0.547 1.5489 1.9909 0.8287
O -3.409 2.741 0.719 -0.2748 0.8338 -2.2246
H -2.871 4.767 1.011 0.3732 -0.7159 -0.9637
H -4.376 4.463 1.280 -1.8235 -0.0307 -0.2271
H -3.807 4.577 -0.484 -0.1867 -1.3816 1.0218
H -3.332 2.642 1.647 0.3058 -0.4520 1.3404
C 0.104 4.072 -1.908 -0.6879 -1.1461 -1.7650
O 0.524 5.020 -0.973 0.4566 0.2062 0.5437
H 0.363 4.264 -2.975 0.4038 0.3495 0.6448
H -0.978 4.192 -1.918 -0.1855 -0.3110 0.1124
H 0.344 2.956 -1.844 0.0141 1.5315 0.7985
H 1.474 4.986 -0.801 -0.0666 -0.4875 -0.3352
```
Positions in Å, forces in eV/Å.

Computed properties:
energy relative to the best compared isomer or geometry (same formula, charge and spin): 473.4 kJ/mol
frontier orbital gap: 9.08 eV
F_max: 0.1925 hartree/bohr
LUMO: 0.3 eV
calculated total energy: -2229.8732 Ha
molecular weight: 634.85 g mol⁻¹

Löwdin atomic charge list, values in e, 5 entries: atom 1 (C): -0.1041, atom 2 (C): -0.3078, atom 3 (O): -0.0805, atom 4 (H): 0.1035, atom 5 (H): 0.0563

The following is a DFT calculation (the ωB97M-V functional and the def2-TZVPD basis) of a 15-piece molecular cluster, C22H74O22 overall at a distorted geometry.

The geometry in XYZ format:
```
118
Properties=species:S:1:pos:R:3:forces:R:3
C 3.587 14.803 21.021 0.8645 0.1136 0.8122
C 3.959 15.523 19.744 -1.3838 -2.1245 -0.2563
O 3.114 16.628 19.530 1.3449 0.7125 0.1278
O 3.990 15.680 22.109 -0.5530 -0.7612 -0.2188
H 4.129 13.859 21.064 0.4498 -0.1044 0.0461
H 2.564 14.470 21.192 -0.2482 0.8122 -0.3260
H 3.824 14.875 18.878 0.1347 -0.3690 -0.0368
H 5.031 15.694 19.842 0.0521 0.7050 -0.2458
H 3.766 17.320 19.661 -0.7558 0.9443 -0.0410
H 4.949 15.645 22.127 0.1206 0.0664 0.1484
C 10.025 11.496 17.042 0.1219 -0.3790 0.6624
C 10.724 10.098 16.915 -1.7483 0.9753 -0.2678
O 11.491 9.752 18.043 0.1918 0.1804 -0.1829
O 8.792 11.541 17.805 1.0400 -0.2060 -0.8666
H 9.882 11.980 16.076 -0.6005 -0.4779 -0.1486
H 10.753 12.166 17.499 0.2456 0.0871 0.3795
H 11.235 10.144 15.953 0.7239 -0.2298 0.1079
H 9.976 9.310 16.821 -0.1340 0.1082 -0.0157
H 12.185 10.412 18.115 0.2301 -0.0045 0.1923
H 9.044 11.379 18.717 -0.0839 -0.0577 0.1660
C 7.864 9.113 23.947 -0.1301 -0.8141 -1.1091
C 8.272 7.803 23.185 0.1083 -0.0568 1.0094
O 9.691 7.668 22.963 -0.6261 0.5058 0.2127
O 8.223 10.216 23.156 0.7055 0.6097 -0.0819
H 8.303 9.185 24.942 0.1473 -0.2631 0.0503
H 6.786 9.242 24.041 -0.1222 -0.7085 0.1434
H 7.757 7.705 22.229 -0.1987 0.3030 0.0290
H 8.019 6.931 23.787 -0.1887 0.0111 0.0763
H 9.895 8.159 22.163 0.1360 0.0700 -0.0729
H 9.161 10.338 23.323 0.1958 0.3444 -0.2542
C 11.017 17.266 21.282 -1.3820 0.5476 -0.5774
C 11.346 18.162 20.105 0.1822 0.2095 0.6510
O 10.412 18.084 19.046 0.3485 -0.6833 -0.1890
O 9.682 17.477 21.742 0.1663 -0.2392 0.1623
H 11.733 17.451 22.083 0.2268 -0.1866 -0.0083
H 11.033 16.233 20.936 0.1955 -0.0493 0.2269
H 12.358 17.844 19.856 0.2214 0.1715 -0.6069
H 11.354 19.221 20.361 0.4041 0.1253 0.6949
H 10.883 18.499 18.319 -0.3508 -0.0157 -0.3822
H 9.565 18.415 21.908 -0.0310 0.1124 0.0321
C 10.053 7.788 32.833 0.0237 0.6226 0.0827
C 10.603 8.643 31.687 -0.2600 -0.3911 0.5381
O 11.887 9.152 32.058 -0.3808 0.4055 -0.1941
O 9.609 8.608 33.913 -0.0064 -0.2056 -0.1131
H 10.870 7.153 33.175 -0.0218 -0.4082 0.0131
H 9.187 7.182 32.566 0.1274 0.0033 -0.2371
H 9.917 9.480 31.549 0.2647 0.2023 0.0438
H 10.621 8.099 30.743 0.2102 -0.1975 -0.0569
H 12.541 8.449 32.027 -0.0747 -0.1563 -0.0731
H 10.381 9.025 34.302 0.1102 0.1284 -0.0108
C 18.993 7.693 20.644 -0.9850 0.7223 -0.7316
C 17.616 7.994 21.248 1.8596 0.0055 0.8733
O 17.624 9.254 21.951 -0.7815 -0.4999 -0.7456
O 19.203 8.533 19.525 0.0404 0.1189 -0.3922
H 18.962 6.655 20.311 0.3217 -0.2846 0.2344
H 19.793 7.914 21.350 -0.0615 -0.4971 0.4763
H 17.513 7.152 21.933 -0.6254 0.0112 0.3862
H 16.824 7.936 20.501 0.0964 0.4856 0.1125
H 18.289 9.232 22.643 0.0725 -0.2027 -0.0353
H 20.032 8.260 19.125 0.0515 0.1427 -0.1713
C 3.919 1.343 18.030 1.0309 -0.1116 0.3278
C 4.349 2.775 17.822 0.7676 0.9012 -0.2865
O 5.201 2.960 16.656 -0.6803 -0.9477 0.3156
O 5.044 0.593 18.591 -1.0476 0.2902 -0.6385
H 3.515 0.912 17.114 0.3037 -0.1354 -0.1307
H 3.106 1.316 18.756 0.0538 0.1136 0.1614
H 4.939 3.089 18.684 -0.0410 -0.1629 0.2958
H 3.482 3.435 17.804 -0.2153 -0.0228 -0.3446
H 5.281 3.881 16.399 -0.2379 0.0670 0.3282
H 5.283 -0.091 17.960 0.0845 0.0055 -0.0063
C 13.497 12.763 25.768 0.1226 -0.5103 -0.2899
O 13.189 12.072 24.563 -0.6385 0.2939 -0.3967
H 14.449 13.275 25.634 0.1673 -0.0393 0.4861
H 12.742 13.516 25.997 -0.1472 -0.1536 -0.3534
H 13.483 12.024 26.569 0.3910 0.3154 0.3944
H 13.801 11.344 24.437 0.0900 0.0856 0.1437
C 4.271 7.280 28.552 -0.2608 -0.2490 -0.1513
O 5.263 8.224 28.955 -0.3646 -0.3907 -0.2751
H 4.279 6.389 29.179 -0.0808 0.0308 0.2976
H 3.285 7.746 28.568 -0.1460 -0.1047 0.0893
H 4.403 6.898 27.540 0.5039 0.4511 -0.0895
H 4.866 8.624 29.732 0.3539 0.2660 0.1223
C 6.685 0.104 24.456 -0.1831 0.4914 -1.7778
O 5.551 0.544 23.685 -0.6666 -0.2606 0.6478
H 6.570 0.332 25.516 -0.0753 0.0226 -0.2878
H 6.841 -0.955 24.253 0.1566 -0.1260 0.5140
H 7.461 0.677 23.948 0.9585 -0.2034 0.9873
H 5.735 0.251 22.789 -0.1973 0.0865 -0.1087
C 1.780 6.799 22.436 -0.0891 -1.1554 0.9558
O 0.950 6.196 23.441 0.0058 0.0942 0.0497
H 2.207 7.667 22.938 -0.3330 0.3560 -0.6751
H 2.617 6.131 22.228 0.1665 -0.0079 -0.2356
H 1.191 6.921 21.527 0.2641 0.7104 -0.0339
H 0.787 5.279 23.208 -0.0066 0.0013 -0.0538
C 2.675 12.945 27.977 0.4682 -0.7866 0.2790
O 1.945 14.020 27.478 -0.0372 0.6350 -0.4557
H 3.522 13.239 28.597 -0.0641 0.2627 0.4083
H 1.990 12.323 28.553 0.2068 -0.1330 -0.0336
H 3.141 12.383 27.167 -0.2617 -0.4424 -0.0926
H 2.459 14.317 26.723 -0.3080 0.4654 -0.1164
C 8.676 15.218 29.075 -0.5159 -0.6752 -0.2041
O 9.866 15.841 29.469 0.4359 0.4483 0.0029
H 8.846 14.181 28.783 0.0515 -0.2048 -0.0589
H 7.928 15.207 29.868 -0.1412 0.1511 0.0906
H 8.256 15.710 28.199 0.1766 0.2634 0.1499
H 10.269 15.320 30.167 -0.0030 0.0115 0.0169
C 10.832 2.100 19.259 0.1174 -0.4194 -0.9571
O 11.192 1.153 18.177 -0.0387 1.1032 1.4193
H 9.974 2.701 18.957 -0.2536 -0.2867 0.2023
H 10.667 1.570 20.198 -0.3344 -0.2415 -0.2545
H 11.600 2.836 19.495 0.5241 -0.2484 -0.5158
H 10.551 1.252 17.469 -0.0248 0.0932 0.1082
C 12.811 3.717 26.728 0.1226 -0.2650 0.4787
O 13.028 3.818 25.324 -0.2331 0.0225 0.6172
H 11.789 3.940 27.034 -0.1652 0.0214 -0.2304
H 13.027 2.709 27.083 -0.0183 -0.1604 -0.3923
H 13.462 4.356 27.324 0.1924 0.3486 -0.2307
H 12.443 4.517 25.023 0.0920 0.0459 -0.2548
```
Positions in Å, forces in eV/Å.

Computed properties:
energy relative to the best compared isomer or geometry (same formula, charge and spin): 443.0 kJ/mol
frontier orbital gap: 9.89 eV
F_max: 0.0496 hartree/bohr
LUMO: 0.1 eV
calculated total energy: -2537.4789 Ha
molecular weight: 690.81 g mol⁻¹

Löwdin atomic charge list, values in e, 5 entries: atom 1 (C): -0.2260, atom 2 (C): -0.2757, atom 3 (O): -0.0409, atom 4 (O): -0.0807, atom 5 (H): 0.1085

Q: Which value of molecular weight does entry 1 give?
A: 634.85 g mol⁻¹

Q: Which of these has the highest frontier orbital gap?
A: C22H74O22

Q: frontier orbital gap of number 1 (C22H74N4O15)?
A: 9.08 eV

Q: Among the records above, which one has the highest LUMO?
A: C22H74N4O15